(1)
Density functional theory data (the ωB97M-V functional and the def2-TZVPD basis) for a molecular structure, C26H25BrF3NO5ReS2Si.

* total charge: +2
* multiplicity: 2
* expectation value of S²: 0.75
* highest occupied orbital energy (alpha / beta): -13.82 / -13.82 eV
* HOMO-LUMO gap (alpha / beta): 6.184 / 6.491 eV

Geometry as XYZ:
```
65
C26H25BrF3NO5ReS2Si, DFT the ωB97M-V functional and the def2-TZVPD basis
Re 0.05 0.50 -0.62
Br -3.72 -3.02 1.82
C -2.63 -2.68 0.33
C -2.57 -3.55 -0.75
C -1.74 -3.22 -1.81
C -1.01 -2.06 -1.77
N -1.06 -1.23 -0.71
C -1.87 -1.53 0.32
H -3.15 -4.46 -0.75
H -1.67 -3.87 -2.68
H -0.37 -1.77 -2.59
H -1.92 -0.82 1.12
O -1.38 1.51 -0.52
Si -2.16 3.04 -0.19
C -2.79 2.82 1.54
C -3.36 1.61 1.97
C -3.89 1.48 3.24
C -3.86 2.56 4.12
C -3.32 3.77 3.70
C -2.79 3.90 2.43
C -0.86 4.34 -0.26
C -0.77 5.22 -1.35
C 0.21 6.20 -1.40
C 1.12 6.32 -0.36
C 1.06 5.46 0.73
C 0.08 4.49 0.78
C -3.45 3.23 -1.47
C -4.40 4.24 -1.32
C -5.38 4.44 -2.28
C -5.42 3.63 -3.41
C -4.49 2.62 -3.58
C -3.51 2.42 -2.61
H -3.44 0.78 1.28
H -4.35 0.55 3.55
H -4.29 2.47 5.11
H -3.32 4.62 4.38
H -2.36 4.85 2.13
H -1.49 5.13 -2.16
H 0.25 6.87 -2.24
H 1.88 7.09 -0.40
H 1.76 5.57 1.55
H 0.02 3.84 1.65
H -4.38 4.88 -0.44
H -6.10 5.23 -2.16
H -6.18 3.79 -4.16
H -4.52 1.99 -4.45
H -2.78 1.62 -2.76
C 2.32 -0.06 3.01
S 0.86 -0.80 2.32
C -0.25 -0.69 3.70
O 0.34 0.34 1.37
H 2.07 0.97 3.28
H 3.11 -0.10 2.26
H 2.60 -0.64 3.89
H 0.17 -1.30 4.50
H -1.21 -1.10 3.40
H -0.34 0.35 3.99
F 1.90 3.03 -2.77
C 2.33 2.16 -1.91
F 3.58 2.32 -1.59
F 1.56 2.30 -0.74
S 1.95 0.43 -2.44
O 2.79 -0.02 -3.47
O 0.47 0.53 -2.70
O 1.95 -0.29 -1.10
```

natural (NBO) atomic charge list, values in e, 2 entries: 1.75 0.17

=====

(2)
Density functional theory data (the ωB97M-V functional and the def2-TZVPD basis) for a molecular structure, C26H25CaN13O4.

* total charge: -2
* highest occupied orbital energy: -2.19 eV
* HOMO-LUMO gap: 6.810 eV

Geometry as XYZ:
```
69
C26H25CaN13O4, DFT the ωB97M-V functional and the def2-TZVPD basis
Ca 0.16 -0.08 0.83
C 2.28 3.89 1.23
O 1.23 4.54 0.55
C -0.07 4.16 0.87
C -1.03 5.14 0.70
C -2.37 4.90 0.97
C -2.74 3.66 1.46
C -1.80 2.66 1.63
C -2.17 1.31 2.09
N -2.97 0.61 1.39
N -3.22 -0.69 1.63
C -2.20 -1.48 1.85
O -0.99 -1.14 2.09
C -2.48 -2.93 1.73
C -1.46 -3.84 1.99
C -1.67 -5.19 1.86
C -2.92 -5.67 1.49
C -3.94 -4.77 1.21
C -3.72 -3.41 1.32
C -0.43 2.84 1.29
O 0.40 1.86 1.35
H 3.18 4.47 1.00
H 2.40 2.86 0.90
H 2.12 3.89 2.31
H -0.70 6.10 0.33
H -3.11 5.67 0.81
H -3.77 3.46 1.73
H -1.70 0.98 3.03
H -0.49 -3.45 2.29
H -0.86 -5.89 2.05
H -3.09 -6.74 1.40
H -4.90 -5.14 0.88
H -4.49 -2.70 1.07
N 0.33 -3.05 -0.79
C -0.65 -2.17 -1.17
N -1.69 -2.56 -1.91
N -2.34 -1.43 -2.18
N -1.74 -0.43 -1.65
N -0.64 -0.84 -1.00
C 1.29 -2.87 0.17
N 2.15 -3.85 0.49
N 2.95 -3.30 1.41
N 2.60 -2.08 1.63
N 1.56 -1.75 0.86
H 0.09 -4.01 -0.95
C -3.03 2.23 -2.74
C -1.71 2.95 -3.02
O -0.59 2.27 -2.53
H -3.83 2.70 -3.31
H -3.27 2.28 -1.68
H -2.95 1.19 -3.02
H -1.74 3.97 -2.59
H -1.55 3.03 -4.10
H -0.80 1.96 -1.63
N 2.97 0.08 -2.70
C 2.00 0.63 -1.91
N 2.33 0.66 -0.66
C 3.57 0.09 -0.57
C 4.40 -0.12 0.52
C 5.63 -0.71 0.29
C 6.03 -1.09 -1.00
C 5.23 -0.87 -2.10
C 4.00 -0.29 -1.87
H 2.92 -0.07 -3.69
H 1.09 1.02 -2.32
H 4.08 0.15 1.51
H 6.30 -0.91 1.11
H 7.00 -1.57 -1.13
H 5.55 -1.14 -3.10
```

natural (NBO) atomic charge list, values in e, 2 entries: 1.75 -0.24

=====

(3)
Density functional theory data (the ωB97M-V functional and the def2-TZVPD basis) for a molecular structure, C26H25IOPSbSe4Zr.

* total charge: 0
* highest occupied orbital energy: -7.41 eV
* HOMO-LUMO gap: 6.618 eV

Geometry as XYZ:
```
60
C26H25IOPSbSe4Zr, DFT the ωB97M-V functional and the def2-TZVPD basis
Zr -2.19 -0.57 -0.08
I -1.70 -1.34 2.99
C -0.22 -0.17 3.93
C -0.57 0.24 5.19
C 0.39 0.76 6.07
C 1.70 0.78 5.69
C 2.08 0.38 4.38
C 3.46 0.36 4.04
C 3.86 -0.03 2.79
C 2.89 -0.28 1.81
C 1.54 -0.24 2.09
P 0.51 -0.12 0.57
C 1.12 1.42 -0.18
C 0.93 1.65 -1.54
C 1.30 2.87 -2.10
C 1.83 3.87 -1.31
C 1.99 3.66 0.05
C 1.64 2.44 0.62
C 1.05 -1.51 -0.48
C 0.37 -2.71 -0.25
C 0.58 -3.81 -1.06
C 1.49 -3.72 -2.10
C 2.19 -2.54 -2.32
C 1.97 -1.43 -1.52
C 1.10 -0.02 3.43
H -1.59 0.11 5.53
H 0.09 1.08 7.06
H 2.48 1.10 6.37
H 4.18 0.63 4.80
H 4.91 -0.08 2.53
H 3.22 -0.46 0.79
H 0.48 0.88 -2.16
H 1.15 3.03 -3.16
H 2.11 4.82 -1.75
H 2.39 4.44 0.68
H 1.77 2.29 1.68
H -0.32 -2.79 0.59
H 0.04 -4.73 -0.87
H 1.66 -4.58 -2.75
H 2.90 -2.48 -3.14
H 2.50 -0.51 -1.71
Se -5.58 -0.29 3.45
Sb -5.31 -0.19 1.09
Se -3.94 -2.34 0.41
Se -3.36 1.51 0.57
Se -6.85 0.17 -0.66
C -2.19 1.33 -3.51
C -2.16 -0.17 -3.24
C -1.25 -0.90 -4.23
C -3.58 -0.73 -3.26
O -1.60 -0.38 -1.94
H -2.68 1.54 -4.46
H -1.19 1.75 -3.53
H -2.76 1.83 -2.72
H -1.62 -0.80 -5.25
H -1.20 -1.96 -3.97
H -0.24 -0.48 -4.19
H -4.03 -0.64 -4.24
H -4.21 -0.19 -2.55
H -3.56 -1.79 -2.97
```

natural (NBO) atomic charge list, values in e, 2 entries: 1.17 0.42

=====

(4)
Density functional theory data (the ωB97M-V functional and the def2-TZVPD basis) for a molecular structure, C26H25KN4O8SSb.

* total charge: -1
* highest occupied orbital energy: -5.01 eV
* HOMO-LUMO gap: 6.343 eV

Geometry as XYZ:
```
66
C26H25KN4O8SSb, DFT the ωB97M-V functional and the def2-TZVPD basis
K -0.35 0.84 -0.27
C -1.28 -6.52 0.65
C -1.43 -5.22 -0.08
C -0.99 -4.03 0.50
C -1.09 -2.82 -0.18
C -1.63 -2.80 -1.46
C -2.07 -3.97 -2.05
C -1.97 -5.17 -1.36
S -1.73 -1.26 -2.36
O -2.38 -1.57 -3.61
O -2.43 -0.33 -1.47
N -0.26 -0.73 -2.43
C 0.76 -1.34 -3.10
C 0.66 -2.40 -3.99
C 1.80 -2.94 -4.60
C 3.05 -2.45 -4.37
C 3.20 -1.36 -3.48
C 4.46 -0.78 -3.19
C 4.55 0.26 -2.32
C 3.37 0.73 -1.71
N 2.18 0.23 -1.95
C 2.07 -0.81 -2.83
H -1.37 -6.39 1.72
H -0.30 -6.97 0.45
H -2.04 -7.24 0.33
H -0.57 -4.04 1.49
H -0.74 -1.92 0.30
H -2.50 -3.93 -3.05
H -2.31 -6.09 -1.82
H -0.32 -2.79 -4.22
H 1.68 -3.77 -5.29
H 3.93 -2.86 -4.86
H 5.35 -1.18 -3.67
H 5.50 0.71 -2.08
H 3.41 1.55 -1.00
O 0.34 0.25 2.17
C 0.24 1.44 2.52
O 0.02 2.44 1.80
C 0.41 1.71 4.02
C 0.32 3.01 4.51
C 0.47 3.22 5.86
C 0.70 2.20 6.76
C 0.78 0.93 6.24
C 0.64 0.66 4.89
N 1.02 -0.19 7.18
O 1.09 -1.30 6.71
O 1.16 0.08 8.35
N 0.37 4.60 6.39
O 0.17 5.49 5.60
O 0.52 4.76 7.58
H 0.14 3.82 3.82
H 0.81 2.39 7.82
H 0.71 -0.34 4.50
C -1.26 5.75 -2.65
Sb -1.13 3.67 -2.04
C -2.67 3.78 -0.54
C -2.44 2.94 -3.57
H -2.30 6.00 -2.83
H -0.67 5.89 -3.55
H -0.86 6.39 -1.86
H -3.51 4.37 -0.89
H -2.26 4.21 0.38
H -3.01 2.77 -0.33
H -3.36 3.53 -3.60
H -2.68 1.90 -3.33
H -1.95 2.96 -4.54
```

natural (NBO) atomic charge list, values in e, 2 entries: 0.90 -0.63

=====

(5)
Density functional theory data (the ωB97M-V functional and the def2-TZVPD basis) for C26H25N3O3 in the gas phase.

* total charge: 0
* highest occupied orbital energy: -7.54 eV
* structure (SMILES): Cc1ccc(C(=O)N/C(=C/c2ccco2)C(=O)NCCc2c[nH]c3ccccc23)cc1C
* HOMO-LUMO gap: 7.813 eV

Geometry as XYZ:
```
57
C26H25N3O3, DFT the ωB97M-V functional and the def2-TZVPD basis
C -6.68 -0.85 -0.44
C -5.20 -1.05 -0.38
C -4.67 -2.23 0.14
C -3.31 -2.42 0.21
C -2.43 -1.44 -0.25
C -0.97 -1.72 -0.10
O -0.56 -2.65 0.57
N -0.16 -0.86 -0.78
C 1.22 -0.73 -0.77
C 2.04 -1.65 -0.23
C 3.48 -1.73 -0.27
C 4.45 -1.24 -1.12
C 5.67 -1.78 -0.68
C 5.38 -2.56 0.40
O 4.06 -2.54 0.65
C 1.55 0.60 -1.39
O 0.76 1.13 -2.15
N 2.70 1.18 -0.99
C 2.92 2.60 -1.17
C 2.48 3.38 0.09
C 1.07 3.04 0.44
C -0.06 3.65 -0.02
N -1.17 3.00 0.44
C -0.78 1.95 1.21
C -1.53 1.00 1.89
C -0.85 0.02 2.59
C 0.54 0.00 2.63
C 1.29 0.94 1.97
C 0.64 1.94 1.24
C -2.96 -0.26 -0.76
C -4.33 -0.06 -0.83
C -4.86 1.23 -1.38
H -6.98 0.03 0.13
H -7.21 -1.72 -0.04
H -7.00 -0.70 -1.47
H -5.34 -3.00 0.49
H -2.89 -3.33 0.61
H -0.58 -0.13 -1.35
H 1.57 -2.47 0.29
H 4.29 -0.60 -1.96
H 6.64 -1.61 -1.11
H 5.99 -3.15 1.04
H 3.22 0.73 -0.26
H 3.97 2.77 -1.39
H 2.31 2.90 -2.02
H 2.58 4.44 -0.11
H 3.14 3.11 0.92
H -0.15 4.51 -0.66
H -2.12 3.26 0.25
H -2.61 1.02 1.86
H -1.41 -0.74 3.11
H 1.03 -0.78 3.18
H 2.37 0.92 2.02
H -2.31 0.54 -1.10
H -5.53 1.04 -2.22
H -4.05 1.87 -1.72
H -5.43 1.77 -0.62
```

natural (NBO) atomic charge list, values in e, 2 entries: -0.63 0.00

=====

(6)
Density functional theory data (the ωB97M-V functional and the def2-TZVPD basis) for a molecular structure, C26H26AsN6O8S2Ti.

* total charge: 0
* multiplicity: 2
* expectation value of S²: 0.75
* highest occupied orbital energy (alpha / beta): -7.15 / -8.71 eV
* HOMO-LUMO gap (alpha / beta): 6.402 / 7.948 eV

Geometry as XYZ:
```
70
C26H26AsN6O8S2Ti, DFT the ωB97M-V functional and the def2-TZVPD basis
Ti 0.47 0.22 0.44
O -1.78 2.79 3.22
As -1.61 1.81 1.68
O -0.01 1.34 1.84
O -1.82 2.96 0.56
C -3.14 0.64 2.08
C -4.22 1.07 2.84
C -5.32 0.24 2.99
C -5.35 -1.01 2.39
C -4.27 -1.45 1.65
C -3.18 -0.62 1.51
S -1.74 -1.06 0.58
O -2.01 -2.24 -0.18
O -0.63 -1.18 1.54
O -1.45 0.15 -0.24
H -1.12 3.49 3.18
H -4.17 2.05 3.31
H -6.17 0.57 3.57
H -6.23 -1.64 2.49
H -4.25 -2.42 1.17
O 3.40 1.97 1.12
S 3.43 0.42 0.46
O 2.98 0.67 -0.90
N 2.15 -0.19 1.29
C 2.23 -1.59 1.21
C 2.90 -2.40 2.11
C 2.93 -3.78 1.91
C 2.33 -4.36 0.81
C 1.64 -3.56 -0.14
C 1.01 -4.04 -1.31
C 0.38 -3.13 -2.14
C 0.33 -1.78 -1.82
N 0.91 -1.29 -0.72
C 1.58 -2.17 0.09
C 3.94 2.00 2.39
C 3.16 1.62 3.47
C 3.73 1.60 4.74
C 5.05 1.98 4.92
C 5.81 2.38 3.84
C 5.27 2.38 2.57
H 3.37 -1.96 2.98
H 3.43 -4.41 2.63
H 2.36 -5.42 0.66
H 1.01 -5.09 -1.54
H -0.10 -3.47 -3.05
H -0.18 -1.06 -2.46
H 2.13 1.33 3.30
H 3.13 1.28 5.58
H 5.48 1.96 5.91
H 6.84 2.69 3.98
H 5.85 2.68 1.71
C 0.32 6.41 -2.46
C 0.94 6.18 -1.09
C -0.11 5.88 -0.02
C 2.01 5.07 -1.17
N 1.43 3.76 -1.23
C 1.16 2.94 -0.21
N 0.70 1.82 -0.71
N 0.66 1.97 -2.03
N 1.09 3.12 -2.35
H -0.56 7.04 -2.38
H 0.04 5.47 -2.92
H 1.04 6.92 -3.11
H 1.47 7.10 -0.79
H -0.74 5.02 -0.27
H -0.77 6.74 0.10
H 0.36 5.69 0.94
H 2.65 5.09 -0.28
H 2.63 5.21 -2.06
H 1.32 3.17 0.83
```

natural (NBO) atomic charge list, values in e, 2 entries: 1.31 -1.04

=====

Number 1: F_max 1.0 eV Å⁻¹. Number 2: F_max 2.3 eV Å⁻¹. Number 3: F_max 1.3 eV Å⁻¹. Number 4: F_max 0.3 eV Å⁻¹. Number 5: F_max 1.3 eV Å⁻¹. Number 6: F_max 4.9 eV Å⁻¹.